Entry 1:
The following is a quantum chemistry calculation of a structure of composition C12H30AlO2, from OMol25.

Charge: -1
LUMO level: 2.62 eV

Geometry (Å):
1 C 3.2621 0.3286 0.4689
2 C 2.0422 0.3413 -0.4405
3 C 2.2320 1.1233 -1.7405
4 C 1.0633 2.0455 -2.0693
5 C 0.9632 3.2864 -1.1690
6 Al -0.1265 3.1797 0.5589
7 C -1.5773 1.7414 0.5191
8 C -2.4893 1.7568 -0.7166
9 C -3.1109 0.4256 -1.1576
10 C -2.1551 -0.7236 -1.1326
11 O -2.8071 -1.8977 -1.6416
12 H 3.2420 -0.5187 1.1483
13 H 4.1733 0.2461 -0.1194
14 H 3.3077 1.2340 1.0627
15 H 1.7811 -0.6878 -0.6633
16 H 1.2224 0.7801 0.1087
17 H 2.3587 0.4221 -2.5638
18 H 3.1477 1.7094 -1.6834
19 H 0.1607 1.4448 -2.0052
20 H 1.1473 2.3320 -3.1187
21 H 1.9809 3.5716 -0.9042
22 H 0.5893 4.1096 -1.7722
23 H -0.8163 4.6303 0.8800
24 H 0.8988 2.8090 1.7977
25 H -1.0919 0.7835 0.6472
26 H -2.1819 1.9049 1.4068
27 H -3.3096 2.4365 -0.5046
28 H -1.9842 2.1869 -1.5781
29 H -3.9648 0.1654 -0.5361
30 H -3.4899 0.5174 -2.1749
31 H -1.8140 -0.9048 -0.1227
32 H -1.2783 -0.4990 -1.7350
33 H -2.1536 -2.6102 -1.6064
34 C 1.1193 -3.1885 2.6694
35 C 0.1424 -2.6684 1.6265
36 C -1.2467 -3.2640 1.7932
37 O 0.6475 -2.8906 0.3093
38 H 1.2275 -4.2741 2.5775
39 H 2.1004 -2.7348 2.5307
40 H 0.7723 -2.9657 3.6791
41 H 0.0806 -1.5816 1.7038
42 H -1.2062 -4.3523 1.6761
43 H -1.9317 -2.8647 1.0460
44 H -1.6504 -3.0443 2.7824
45 H 0.7229 -3.8413 0.1632

From a Mulliken analysis of the wavefunction, the atomic charges in e read: C -1.468; C 1.065; C -1.109; C 0.075; C -1.041; Al 0.369; C 0.753; C -0.778; C -0.756; C 0.474; O -0.606; H 0.190; H 0.413; H 0.321; H 0.226; H -0.620; H 0.317; H 0.457; H -0.336; H 0.393; H 0.441; H 0.356; H -0.492; H -0.364; H -1.138; H 0.458; H 0.388; H 0.282; H 0.293; H 0.266; H -0.292; H 0.135; H 0.334; C -1.478; C 0.890; C -1.315; O -0.491; H 0.354; H 0.305; H 0.379; H 0.067; H 0.388; H 0.263; H 0.333; H 0.300

Entry 2:
The following is a quantum chemistry calculation of a structure of composition C12H30AsBaF6N2O7P at a distorted geometry, from OMol25.

LUMO level: -1.40 eV

Geometry (Å):
1 Ba -1.7054 2.8740 -3.0245
2 O -1.1038 5.0749 -1.8162
3 H -0.2167 5.1944 -1.4749
4 As 1.7537 1.7398 -1.0177
5 F 1.0879 2.1136 -2.6547
6 F 2.4207 0.2376 -1.6677
7 F 2.3321 1.3566 0.6018
8 F 0.9927 3.2000 -0.3925
9 F 0.2823 0.9093 -0.5541
10 F 3.2034 2.6540 -1.3563
11 C 3.2400 -1.1909 3.0382
12 O 3.1553 -1.4446 4.2317
13 N 3.9047 -2.0109 2.1907
14 C 4.2693 -1.5551 0.8901
15 C 4.3747 -3.2906 2.6972
16 H 2.8283 -0.2873 2.5735
17 H 4.7964 -2.2852 0.2754
18 H 4.9619 -0.7067 0.8655
19 H 3.3460 -1.2811 0.3726
20 H 4.2342 -4.0323 1.9039
21 H 5.4389 -3.2569 2.9394
22 H 3.8856 -3.7933 3.5272
23 C 0.0793 2.7183 2.5995
24 O -1.0398 3.1363 2.3730
25 N 0.6195 2.6962 3.8547
26 C 1.8675 1.9966 4.1117
27 C -0.2105 3.0065 5.0171
28 H 0.6139 2.1848 1.7995
29 H 2.4063 2.3380 4.9934
30 H 2.5659 2.1561 3.2881
31 H 1.6818 0.9228 4.1980
32 H -0.3188 4.0863 5.1383
33 H -1.1816 2.5386 5.1661
34 H 0.4008 2.7437 5.8826
35 C -4.5767 -2.2475 -4.5418
36 C -4.5677 -1.1555 -3.4822
37 O -3.7993 -1.5795 -2.3582
38 P -2.3257 -1.0576 -2.0863
39 O -2.0602 0.3459 -2.4951
40 O -2.0538 -1.2120 -0.5418
41 C -2.4267 -0.1690 0.3940
42 C -3.6130 -0.6678 1.1410
43 O -1.3944 -2.1986 -2.7292
44 C -0.7034 -1.9058 -3.9584
45 C 0.6375 -1.2412 -3.6475
46 H -3.6278 -2.0961 -5.0669
47 H -4.6077 -3.2854 -4.2253
48 H -5.3446 -2.0457 -5.2905
49 H -4.1952 -0.2354 -3.9422
50 H -5.5275 -0.9200 -3.0116
51 H -1.5852 -0.0905 1.0830
52 H -2.5783 0.8291 -0.0137
53 H -4.0415 0.0716 1.8265
54 H -4.4404 -0.8358 0.4447
55 H -3.4321 -1.5383 1.7678
56 H -0.4371 -2.8808 -4.3706
57 H -1.2087 -1.4061 -4.7860
58 H 1.1509 -1.7952 -2.8651
59 H 1.3861 -1.2125 -4.4409
60 H 0.4058 -0.2136 -3.3743

From a Mulliken analysis of the wavefunction, the atomic charges in e read: Ba 1.783; O -0.992; H 0.181; As 1.951; F -0.584; F -0.461; F -0.500; F -0.432; F -0.418; F -0.497; C 0.553; O -0.655; N 0.112; C -0.830; C -1.017; H -0.075; H 0.328; H 0.317; H 0.232; H 0.363; H 0.345; H 0.322; C 0.490; O -0.655; N 0.125; C -1.124; C -0.953; H 0.054; H 0.340; H 0.281; H 0.521; H 0.307; H 0.299; H 0.355; C -1.040; C -0.215; O -0.323; P 0.498; O -0.251; O -0.269; C 0.077; C -1.244; O -0.287; C -0.228; C -1.015; H 0.203; H 0.298; H 0.377; H 0.206; H 0.358; H 0.121; H 0.267; H 0.386; H 0.261; H 0.313; H 0.386; H 0.177; H 0.262; H 0.500; H 0.119

| no. | highest occupied orbital energy (eV) |
| --- | --- |
| 1 | -4.5 |
| 2 | -8.4 |